No. 1
DFT (the ωB97M-V functional and the def2-TZVPD basis) results for the molecule C3H5NO2.

Summary:
Orbital gap: 10.606 eV
SMILES string: ON=C1COC1
Multiplicity: 1
Energy: -322.4350 Eh
LUMO: 0.9 eV
ΔE to the lowest compared entry with this formula, charge and spin: 365.8 kJ/mol
Highest occupied orbital energy: -0.357 Eh

Structure (XYZ):
```
11
Properties=species:S:1:pos:R:3:forces:R:3
O 2.0740 -0.6877 -0.5350 0.345 -0.307 -0.034
N 1.5197 0.3798 0.1811 -0.732 0.151 -0.011
C 0.2627 0.2690 0.1030 0.388 0.245 -0.136
C -0.9562 1.0276 0.5714 0.093 0.348 0.195
O -1.7902 0.0977 -0.1454 -0.138 -0.119 0.004
C -0.6741 -0.7559 -0.4494 0.295 -0.540 0.145
H 3.0170 -0.6585 -0.3342 -0.125 0.168 0.020
H -1.0642 2.0539 0.2082 0.013 -0.107 0.026
H -1.1662 0.9853 1.6475 0.211 0.057 -0.113
H -0.5804 -1.6106 0.2427 -0.453 -0.148 -0.339
H -0.6420 -1.1006 -1.4899 0.104 0.252 0.243
```
Positions in Å, forces in eV/Å.

***

No. 2
DFT (the ωB97M-V functional and the def2-TZVPD basis) results for a cluster of 15 separate species, C45H120O15 in total.

Summary:
Orbital gap: 9.745 eV
Multiplicity: 1
Energy: -2915.0628 Eh
LUMO: 0.4 eV
ΔE to the lowest compared entry with this formula, charge and spin: 331.4 kJ/mol
Highest occupied orbital energy: -0.345 Eh

Structure (XYZ):
```
180
Properties=species:S:1:pos:R:3:forces:R:3
C -11.6084 21.6145 10.8827 0.106 -0.718 -1.260
C -10.8429 22.9278 10.9527 -1.050 -0.139 2.613
C -10.9531 23.4341 12.4030 -0.094 0.261 -0.393
O -9.4577 22.7404 10.7379 0.078 -0.006 -0.691
H -11.8076 21.3812 9.8368 -0.325 0.015 -0.229
H -12.5598 21.5765 11.4132 0.101 0.357 0.022
H -11.0232 20.7479 11.1903 0.267 0.231 0.537
H -11.3135 23.6633 10.3002 0.337 0.093 -0.369
H -11.9865 23.6196 12.6960 -0.143 -0.003 -0.197
H -10.4234 24.3803 12.5137 0.236 -0.097 0.202
H -10.5784 22.6710 13.0852 0.267 0.098 -0.007
H -9.3914 22.1618 9.9747 0.331 -0.118 -0.219
C -9.5619 20.5179 18.0368 -0.021 0.217 1.370
C -9.4592 21.8507 17.3613 -1.095 -1.167 -2.241
C -10.0291 21.6868 15.9461 0.405 -0.178 -0.742
O -10.3042 22.7688 17.9749 -0.220 0.007 1.388
H -9.0902 19.7059 17.4834 0.135 0.145 0.174
H -10.6041 20.2740 18.2428 -0.192 -0.067 -0.445
H -9.1639 20.6519 19.0427 0.472 -0.476 0.096
H -8.4344 22.2134 17.2811 0.182 0.076 0.259
H -11.0979 21.4725 15.9476 -0.143 0.185 0.423
H -9.6059 20.8433 15.4007 0.413 0.016 -0.072
H -9.8647 22.5919 15.3615 -0.020 0.050 -0.080
H -10.0596 23.6165 17.5965 0.032 0.999 -0.028
C -13.7432 30.1579 18.0195 0.375 0.499 0.463
C -13.5063 28.6979 18.3375 1.077 0.017 -0.088
C -12.0425 28.2716 18.3094 0.798 0.564 -0.904
O -13.9895 28.4625 19.6461 -0.720 -0.006 -0.133
H -13.2890 30.7814 18.7896 -0.043 0.037 0.178
H -14.8116 30.3733 18.0018 0.002 -0.022 -0.035
H -13.2882 30.4842 17.0843 -0.075 -0.296 -0.212
H -14.0195 28.1733 17.5315 -0.431 -0.710 0.274
H -11.5892 28.4816 17.3406 -0.131 0.133 -0.355
H -11.8240 27.2108 18.4323 -0.509 -0.162 0.423
H -11.4128 28.8316 19.0007 -0.288 0.025 0.347
H -13.6363 27.6226 19.9487 -0.022 -0.130 0.085
C -8.9706 30.8392 13.1313 -0.817 0.598 0.717
C -9.1491 30.2692 14.5486 -0.576 0.080 -0.243
C -10.4906 30.6153 15.2194 0.132 0.043 -0.789
O -8.9933 28.8651 14.4646 0.683 -0.018 0.962
H -7.9933 30.6699 12.6793 0.103 0.178 0.406
H -9.2351 31.8918 13.2322 0.460 0.322 -0.448
H -9.7047 30.4281 12.4383 -0.167 -0.260 0.161
H -8.4306 30.7038 15.2436 0.615 -0.380 -0.296
H -11.3230 30.4102 14.5463 -0.132 0.186 -0.177
H -10.4463 31.6733 15.4777 -0.388 0.037 0.124
H -10.6849 30.0100 16.1048 0.420 0.104 0.130
H -9.6694 28.6030 13.8356 -0.307 -0.711 -0.548
C -5.9221 24.1718 18.3354 -0.210 -1.213 -0.114
C -5.9564 25.5013 19.0519 -1.474 -2.109 -0.030
C -4.8080 26.3145 18.7420 1.845 2.184 0.314
O -7.1271 26.1600 18.5997 -0.260 -0.300 -0.056
H -5.8568 24.2780 17.2526 0.123 0.213 -0.058
H -6.7987 23.5512 18.5210 -0.496 0.338 0.078
H -5.1440 23.4816 18.6614 0.541 0.415 0.067
H -6.0753 25.2929 20.1152 0.206 0.124 0.317
H -3.8582 25.9580 19.1406 0.031 -0.482 -0.445
H -4.8981 27.2765 19.2466 -0.200 0.292 0.120
H -4.7737 26.5806 17.6855 0.325 -0.421 -0.133
H -6.9528 27.0954 18.7266 -0.332 0.969 -0.143
C -3.8651 24.6602 14.9384 -1.257 -0.241 -0.778
C -2.6694 24.5130 15.8095 0.950 -1.146 0.058
C -1.5167 23.9141 14.9447 -0.525 -0.076 1.014
O -2.3117 25.7172 16.4198 0.157 1.812 -0.388
H -4.1293 23.7039 14.4870 0.291 -0.347 0.120
H -3.7080 25.2791 14.0550 0.223 0.480 0.272
H -4.8031 24.9381 15.4192 0.213 0.493 0.298
H -2.8848 23.9044 16.6878 -0.270 -0.994 -0.416
H -1.2368 24.6278 14.1698 0.179 -0.009 0.129
H -1.8046 22.9716 14.4790 -0.268 0.059 -0.103
H -0.6914 23.6443 15.6037 0.334 0.343 -0.158
H -1.6445 25.5836 17.0970 0.027 -0.204 -0.082
C -9.6599 27.2122 10.7907 -0.480 -0.509 0.077
C -10.9930 27.7754 11.2257 -0.401 -1.039 0.434
C -12.1610 26.7504 11.1255 0.177 0.826 -0.799
O -10.9041 28.0562 12.6137 0.277 0.388 0.452
H -9.6227 27.1631 9.7024 0.181 -0.100 0.029
H -9.6286 26.2049 11.2059 0.433 -0.147 -0.164
H -8.8035 27.7667 11.1745 -0.130 0.167 -0.050
H -11.2023 28.6839 10.6610 -0.308 0.160 -0.008
H -12.1427 25.9791 11.8955 0.649 -0.109 -0.136
H -12.1782 26.3253 10.1220 -0.164 -0.244 0.044
H -13.1114 27.2541 11.3016 -0.087 0.257 -0.211
H -11.8143 28.1064 12.9149 -0.255 0.460 0.412
C -8.4062 25.2991 14.8961 -0.475 0.531 -0.811
C -9.3564 25.9062 15.9743 -0.011 -1.539 -0.465
C -10.9091 25.7648 15.6902 2.143 0.258 -0.466
O -9.1298 25.0041 17.0586 -1.138 -0.212 0.633
H -8.7597 24.3498 14.4938 -0.513 -0.066 0.146
H -7.4251 25.0255 15.2842 0.026 0.436 0.499
H -8.2305 25.9237 14.0202 -0.132 0.351 -0.038
H -9.0891 26.9394 16.1960 0.077 -0.026 0.194
H -11.5063 26.1172 16.5312 0.163 -0.261 0.034
H -11.0216 24.6996 15.4884 -0.535 0.020 0.065
H -11.1715 26.3422 14.8036 0.000 -0.079 -0.110
H -8.3974 25.2234 17.6392 0.513 0.762 0.088
C -6.3268 21.7162 14.8449 0.375 0.966 0.121
C -5.0514 20.8931 14.8110 -0.329 -0.566 0.495
C -4.2096 21.0238 16.1154 -0.512 0.317 -0.480
O -5.4642 19.5315 14.6521 0.603 -0.692 0.687
H -7.0025 21.4083 15.6429 0.068 -0.358 -0.113
H -6.8285 21.7069 13.8773 -0.137 -0.213 0.100
H -6.1057 22.7634 15.0514 0.068 0.211 -0.035
H -4.4321 21.1473 13.9508 0.126 0.310 -0.081
H -3.6607 21.9655 16.1259 -0.029 0.086 -0.306
H -3.4641 20.2435 16.2685 -0.276 -0.209 -0.227
H -4.8640 21.0970 16.9841 -0.115 -0.368 0.052
H -5.9023 19.3615 13.8150 0.024 0.427 -0.103
C -15.1403 21.4828 18.1085 -0.126 0.213 0.946
C -13.7406 21.9163 17.7717 0.257 0.141 -0.683
C -13.6613 23.3830 17.3326 -0.305 -0.612 -0.804
O -12.8451 21.6908 18.8246 -0.470 -0.363 1.196
H -15.1041 20.5732 18.7080 -0.065 -0.046 -0.031
H -15.7513 21.2996 17.2247 0.131 0.114 -0.049
H -15.5977 22.2708 18.7069 -0.322 -0.093 0.127
H -13.4336 21.2243 16.9875 0.196 0.295 -0.777
H -13.8049 24.0923 18.1476 0.288 -0.223 0.239
H -14.4606 23.5931 16.6219 -0.066 -0.002 -0.229
H -12.7151 23.5220 16.8095 0.073 0.388 0.223
H -11.9881 22.0473 18.5795 0.447 0.317 -0.160
C -5.7058 28.5064 13.6741 0.939 -0.780 -0.542
C -5.5267 28.3354 15.1754 0.952 0.432 -0.650
C -4.1599 28.8043 15.6316 0.403 -0.038 0.124
O -6.4919 29.1020 15.8425 -0.417 0.110 0.662
H -4.8644 28.0451 13.1571 0.345 -0.181 0.116
H -5.6577 29.5390 13.3284 -0.540 0.117 0.272
H -6.5446 27.9252 13.2909 -0.460 0.520 0.108
H -5.5849 27.2664 15.3803 -0.417 -0.216 0.360
H -3.9981 28.8599 16.7081 -0.540 -0.282 0.203
H -3.9416 29.8172 15.2932 0.041 -0.062 -0.417
H -3.4291 28.0753 15.2815 0.228 0.258 -0.218
H -7.3402 28.9086 15.4370 -0.568 -0.155 -0.305
C -8.6419 28.9398 20.0808 -1.175 0.362 -0.244
C -8.3464 29.3539 18.6346 1.228 0.893 1.419
C -8.4009 30.8718 18.3437 -0.378 -1.058 -0.183
O -6.9787 29.0290 18.4890 0.658 -1.005 0.516
H -8.0115 29.3583 20.8653 0.554 0.051 -0.483
H -8.6287 27.8505 20.1188 -0.005 0.009 0.249
H -9.6336 29.2960 20.3595 -0.312 -0.248 -0.026
H -8.9270 28.7084 17.9755 -0.430 0.312 -0.289
H -9.4275 31.2379 18.3563 0.099 0.336 0.069
H -7.9418 31.0222 17.3665 -0.282 0.091 -0.197
H -7.7270 31.3826 19.0315 -0.368 0.012 0.292
H -6.7721 29.0238 17.5515 0.427 0.126 -0.797
C -6.0293 23.0306 11.5102 0.996 0.080 1.553
C -6.3579 24.5170 11.4503 1.570 -0.759 0.008
C -5.0767 25.3296 11.2386 -0.013 -0.463 -0.179
O -7.2415 24.7030 10.4218 -0.976 1.193 -1.505
H -5.3443 22.9564 12.3548 -0.095 -0.442 0.480
H -5.4118 22.6096 10.7167 -0.467 0.394 -0.624
H -6.9028 22.4141 11.7224 -0.023 0.006 -0.180
H -6.7601 24.8743 12.3983 -0.347 -0.266 0.391
H -4.3336 25.0129 11.9704 -0.123 0.236 0.310
H -5.2562 26.4016 11.3197 0.067 -0.049 -0.102
H -4.6035 25.0764 10.2898 -0.272 0.205 -0.302
H -7.9085 24.0135 10.4578 -0.395 -0.076 0.100
C -9.3222 24.7939 20.4650 0.323 0.088 0.274
C -10.4737 24.2539 21.3454 1.477 -0.508 -0.554
C -10.0561 23.0834 22.2859 -0.960 0.022 -0.220
O -11.0456 25.3078 22.0889 -0.410 0.265 0.207
H -8.5273 25.2756 21.0343 0.082 -0.125 0.706
H -9.5844 25.6046 19.7852 -0.638 -0.275 -0.185
H -8.7982 24.0293 19.8915 -0.351 -0.205 -0.056
H -11.2545 23.8945 20.6750 -0.088 -0.103 0.075
H -9.2700 23.3071 23.0070 0.024 0.307 -0.116
H -9.8256 22.1300 21.8105 0.380 0.278 -0.605
H -10.9627 22.8106 22.8261 -0.021 0.263 0.406
H -10.3503 25.9123 22.3584 0.115 0.000 0.064
C -15.8520 28.8817 13.4798 0.720 -0.659 0.974
C -14.4431 28.8186 14.1970 -2.424 0.852 -1.050
C -14.0579 27.4411 14.6688 -0.090 -0.807 0.564
O -13.5278 29.3611 13.2818 1.630 -0.423 -0.517
H -16.2157 29.9011 13.3510 0.187 0.115 0.168
H -16.5546 28.3450 14.1173 -0.293 0.007 -0.210
H -15.8095 28.4306 12.4884 0.089 -0.220 0.098
H -14.5209 29.5253 15.0232 0.118 -0.299 0.546
H -13.0991 27.3902 15.1847 0.090 0.294 -0.146
H -14.1004 26.5995 13.9774 0.301 0.477 -0.895
H -14.7777 27.0476 15.3865 -0.222 0.578 0.398
H -13.7862 30.2482 13.0210 -0.121 -0.005 0.090
```
Positions in Å, forces in eV/Å.

***

No. 3
DFT (the ωB97M-V functional and the def2-TZVPD basis) results for a cluster of 4 separate species, C17H38BrClFN5O6P in total.

Summary:
Orbital gap: 7.346 eV
Multiplicity: 1
Energy: -4871.3939 Eh
LUMO: 1.9 eV
ΔE to the lowest compared entry with this formula, charge and spin: 0.0 kJ/mol
Highest occupied orbital energy: -0.199 Eh
Charge: -1

Structure (XYZ):
```
70
Properties=species:S:1:pos:R:3:forces:R:3
C 2.9780 1.2714 -1.3155 0.250 0.175 -0.138
C 2.4892 0.2538 -2.3331 -0.190 0.281 0.137
P 1.2112 -0.9765 -1.7366 0.630 -0.432 0.538
F 1.7400 -2.0499 -2.9204 -0.185 0.156 0.137
Cl 2.7219 -1.8624 -0.3772 0.031 -0.187 0.280
Br -0.3896 -0.1872 -3.3267 -0.361 0.126 -0.207
N 0.0821 -2.2936 -1.1694 0.092 0.260 -0.663
C -0.5488 -2.9397 -1.9721 -0.001 0.302 0.437
O -1.2205 -3.5771 -2.6821 -0.148 -0.414 -0.189
O 0.6700 0.0201 -0.5155 -0.172 -0.059 -0.710
C -0.6627 0.1788 -0.0934 -0.341 0.453 0.852
C -1.1396 1.6392 -0.2435 0.015 -0.598 -0.502
N -2.3118 1.7710 -1.1153 -0.082 0.423 0.610
C -3.6020 1.7521 -0.4240 -0.205 0.098 -0.711
C -4.4869 0.5814 -0.8509 0.514 -0.704 0.162
C -4.2866 0.1500 -2.2973 -0.703 0.086 0.059
O -4.1690 -0.5797 -0.0395 -0.360 0.091 -0.100
H 3.2610 0.8161 -0.3730 -0.061 -0.058 0.117
H 3.8672 1.7674 -1.7122 0.100 -0.011 -0.054
H 2.2404 2.0521 -1.1454 -0.155 -0.039 0.169
H 2.0424 0.8000 -3.1581 -0.085 -0.093 -0.164
H 3.3254 -0.3102 -2.7296 0.037 -0.243 0.130
H -0.6796 -0.0496 0.9762 0.054 -0.233 0.080
H -1.4007 -0.4689 -0.5570 0.246 -0.205 -0.349
H -0.3155 2.1793 -0.7019 0.084 0.169 0.064
H -1.3521 2.0477 0.7469 0.095 0.212 0.103
H -2.2409 2.6522 -1.5992 0.096 -0.049 -0.164
H -3.4899 1.7469 0.6570 0.064 -0.051 0.154
H -4.1426 2.6733 -0.6633 -0.078 0.082 0.007
H -5.5459 0.8075 -0.6966 -0.057 0.278 0.157
H -3.9033 0.9527 -2.9159 0.273 0.015 -0.038
H -5.2482 -0.1518 -2.7160 -0.037 -0.158 -0.036
H -3.6295 -0.7112 -2.3249 0.339 0.096 -0.124
H -4.6944 -0.5154 0.7635 0.180 -0.034 0.061
C -5.0227 5.8215 2.4437 0.032 -0.012 -0.009
C -5.0096 4.3272 2.2115 0.005 -0.015 -0.041
O -3.9790 3.7113 2.0214 0.024 0.107 0.150
N -6.2115 3.6835 2.2166 -0.056 0.106 0.040
C -7.5319 4.2446 2.4196 0.115 -0.278 -0.061
H -3.9987 6.1778 2.4070 0.037 -0.046 -0.011
H -5.6019 6.3298 1.6719 -0.044 0.028 0.047
H -5.4454 6.0586 3.4208 -0.051 0.043 -0.028
H -6.1350 2.6924 2.0525 0.003 -0.017 -0.017
H -8.0100 3.7879 3.2884 -0.044 0.075 0.021
H -8.1609 4.0616 1.5464 -0.044 0.076 0.010
H -7.4698 5.3148 2.5824 0.008 0.026 0.003
C 5.2003 -3.1899 -3.0625 -0.034 0.014 0.009
C 6.0034 -2.0123 -2.5596 -0.210 -0.195 -0.073
O 5.5106 -1.1842 -1.8261 0.384 0.316 0.014
N 7.3101 -1.9112 -2.9661 -0.040 -0.081 -0.021
C 8.0465 -2.8039 -3.8339 0.056 0.264 0.162
H 4.1974 -3.1074 -2.6507 -0.002 0.051 0.030
H 5.1367 -3.1798 -4.1521 0.030 -0.066 -0.008
H 5.6473 -4.1317 -2.7382 0.004 -0.018 -0.069
H 7.7833 -1.1035 -2.5954 0.003 0.019 0.010
H 8.9139 -3.2180 -3.3132 -0.007 -0.082 -0.051
H 8.4023 -2.2719 -4.7199 -0.007 -0.080 -0.054
H 7.4138 -3.6238 -4.1556 -0.025 -0.015 -0.002
C 2.0908 -3.1534 5.7893 0.041 0.015 0.060
C 3.0261 -2.4333 4.8391 0.024 0.023 -0.052
O 4.0592 -1.9130 5.2405 -0.012 -0.022 0.048
N 2.6676 -2.3941 3.5385 -0.004 -0.042 0.125
C 1.4842 -2.9609 2.9122 0.207 0.176 -0.149
H 2.5130 -3.0988 6.7879 0.054 0.033 -0.007
H 1.1067 -2.6840 5.7939 -0.040 -0.067 -0.026
H 1.9823 -4.2010 5.5067 -0.082 0.004 -0.012
H 3.3173 -1.9034 2.9413 -0.055 0.002 -0.084
H 1.7832 -3.6746 2.1455 -0.112 -0.006 -0.048
H 0.9105 -2.1704 2.4293 -0.064 -0.075 -0.069
H 0.8586 -3.4614 3.6442 0.027 0.007 0.052
```
Positions in Å, forces in eV/Å.

***

- Among the records above, which one has the highest ΔE to the lowest compared entry with this formula, charge and spin?
  C3H5NO2

***

- energy of number 3 (C17H38BrClFN5O6P)?
  -4871.3939 Eh

***

- Number 3 is which compound?
  C17H38BrClFN5O6P

***

- Which value of multiplicity does entry 2 give?
  1